Record 1
14
Properties=species:S:1:pos:R:3:forces:R:3 method="wB97M-V/def2-TZVPD" lumo_ev="0.94 / -3.00" e_tot_ev=-7819.0282 multiplicity=3 homo_lumo_gap_ev="6.97 / 7.56" fmax_ev_per_a=10.010
C -1.506772 1.094193 -0.553023 -7.6553 3.5676 1.1503
C -2.557903 0.329432 0.003312 2.0427 3.3652 -1.1207
C -0.448181 0.305264 -0.578953 7.7947 -6.2092 -0.9420
C -0.179455 -1.104582 -0.240354 -0.2038 0.5736 -0.9428
C 0.950170 -0.136900 -0.506201 -0.3384 0.7306 1.0972
C 1.765179 0.285439 0.700648 0.2576 -0.1575 -0.1116
N -3.095162 -0.503841 0.582580 -1.8739 -1.7842 1.1281
H -1.558536 2.138568 -0.805964 -0.2895 -0.0144 -0.2749
H -0.368737 -1.429704 0.772970 -0.0029 0.0281 0.3187
H -0.430887 -1.854780 -0.977082 0.1074 -0.2680 -0.1846
H 1.526026 -0.262832 -1.414848 -0.0215 0.0493 -0.2829
H 1.104856 0.523346 1.534274 0.0348 -0.0001 0.0379
H 2.384378 1.153291 0.482770 0.0155 0.0865 0.0342
H 2.415018 -0.536898 0.999873 0.1326 0.0324 0.0931

=====

Record 2
46
Properties=species:S:1:pos:R:3:forces:R:3 method="wB97M-V/def2-TZVPD" lumo_ev=-6.93 e_tot_ev=-85117.4954 charge=+2 multiplicity=1 homo_lumo_gap_ev=7.75 fmax_ev_per_a=0.546
Ga -0.016372 -0.306611 0.462007 -0.3083 0.3080 0.3011
C -1.637561 -2.365565 0.829125 0.1054 -0.1468 0.1398
C -2.735666 -1.825204 1.408312 -0.0071 0.1066 0.0093
C -2.329941 -1.031590 2.547703 -0.1030 -0.0531 -0.0622
C -0.978526 -1.093793 2.685631 0.0000 0.0723 -0.0588
C -0.436564 -1.892942 1.560746 0.2250 -0.3027 -0.3953
H -1.604059 -3.075386 0.016030 0.0044 0.0572 -0.0533
H -3.759647 -1.967915 1.096503 -0.0015 -0.0352 0.0257
H -3.008891 -0.528913 3.220502 0.0117 0.0371 -0.0175
H -0.394246 -0.714283 3.507666 0.0099 0.0381 -0.0073
H 0.413151 -2.560793 1.671845 -0.0283 0.0084 0.1940
C 1.260661 1.354099 2.494493 0.0597 -0.0723 -0.0609
C 2.162430 2.564668 2.844083 0.0234 -0.0086 -0.0152
N 2.574485 3.251513 1.631098 -0.0188 0.0020 0.0075
C 1.402828 3.752142 0.932377 0.0253 -0.0132 -0.0138
C 0.481287 2.574677 0.519579 0.0121 -0.0557 0.0083
N 1.090648 1.279713 0.997180 0.0722 0.0503 0.0472
C 2.454457 1.130817 0.372081 -0.0349 0.0000 -0.0097
C 3.327142 2.352104 0.773783 0.0020 -0.0034 0.0099
H 0.267656 1.431432 2.933239 -0.0092 0.0389 -0.0015
H 1.710591 0.412462 2.813212 -0.0381 -0.0168 0.0153
H 3.047706 2.234297 3.385464 -0.0018 0.0040 0.0028
H 1.625404 3.266300 3.480330 0.0098 -0.0035 0.0122
H 1.724395 4.305149 0.051027 -0.0094 0.0087 0.0042
H 0.869891 4.442888 1.583641 0.0014 0.0045 -0.0031
H 0.387390 2.515724 -0.564304 -0.0115 -0.0071 0.0046
H -0.514467 2.650027 0.958655 -0.0049 0.0081 -0.0037
H 2.314763 1.064673 -0.708892 0.0035 0.0055 -0.0026
H 2.881311 0.191505 0.730473 -0.0015 -0.0039 -0.0044
H 3.649958 2.894878 -0.113280 0.0070 -0.0029 0.0003
H 4.217585 2.019198 1.304743 0.0079 0.0062 -0.0109
C 0.649296 -1.643366 -3.269692 -0.0185 -0.0200 0.0303
N -0.774567 -1.765629 -2.992356 -0.0001 0.0151 -0.0459
C -1.592910 -2.827327 -3.617222 0.0089 -0.0146 0.0269
C -3.027720 -2.479645 -3.171753 -0.0056 0.0036 0.0093
N -2.790389 -1.364870 -2.241092 -0.0062 0.0677 -0.0796
C -1.523105 -0.994040 -2.237698 -0.0709 -0.0130 0.1066
S -0.988675 0.462314 -1.409349 0.0782 -0.0392 -0.1346
H 0.822896 -1.936657 -4.302711 0.0074 0.0189 -0.0059
H 1.229219 -2.300213 -2.620082 0.0017 -0.0140 -0.0085
H 0.963183 -0.611196 -3.141030 0.0039 0.0001 0.0109
H -1.262462 -3.801452 -3.257986 -0.0019 -0.0029 0.0061
H -1.464384 -2.792352 -4.697401 -0.0024 -0.0025 -0.0004
H -3.519119 -3.304524 -2.662040 0.0027 -0.0040 0.0016
H -3.654732 -2.150824 -3.998270 0.0055 0.0035 -0.0042
H -3.514331 -0.815489 -1.806367 -0.0052 -0.0295 0.0253

=====

Record 3
12
Properties=species:S:1:pos:R:3:forces:R:3 method="wB97M-V/def2-TZVPD" lumo_ev=4.12 e_tot_ev=-5740.8862 charge=-1 multiplicity=1 homo_lumo_gap_ev=6.80 fmax_ev_per_a=1.387
O 2.550965 -0.274028 0.669552 0.1195 0.1565 0.0369
H 3.154012 0.360224 1.080330 -0.1910 -0.1418 -0.0711
C -2.008544 0.376988 -0.893318 -0.9127 0.8292 0.3406
C -0.736222 0.548448 -0.104733 0.4499 -1.0715 0.7574
N -0.153900 -0.759755 0.275946 -0.3030 0.4256 -0.5036
H -2.589439 1.310005 -0.906685 0.3891 0.2673 -0.4086
H -2.744647 -0.263248 -0.392799 0.5347 -0.6050 -0.2158
H -1.788981 0.087350 -1.918459 -0.2676 -0.3080 -0.0662
H -0.952713 1.033117 0.850842 0.0606 0.3965 -0.1852
H 0.001063 1.122464 -0.678425 -0.1484 0.3326 0.1328
H 0.812069 -0.552777 0.604950 0.2823 -0.0084 0.2353
H 0.042961 -1.225150 -0.605216 -0.0133 -0.2730 -0.0525